Arrangement P

DFT (ωB97M-V/def2-TZVPD) results for a 3-piece molecular cluster, C4H15NO2S overall.

Computed properties:
Structure (SMILES) ... C[C@@H](N)CCS.O.O
Frontier orbital gap ... 9.159 eV
Highest occupied orbital energy ... -8.785 eV

Last column: Löwdin charge in e.
CARTESIAN COORDINATES (ANGSTROEM)
C  -1.74  1.70  -0.61  -0.08
C  -1.38  0.32  -0.13  -0.46
N  0.08  0.20  0.08  0.04
C  -2.08  -0.03  1.19  -0.23
C  -1.60  -1.39  1.74  -0.60
S  -0.56  -1.35  3.19  0.69
H  -1.10  2.05  -1.41  0.08
H  -1.54  2.46  0.16  0.08
H  -2.81  1.78  -0.80  0.08
H  -1.62  -0.37  -0.94  0.13
H  0.49  -0.55  -0.45  0.08
H  0.55  1.04  -0.24  0.04
H  -1.78  0.79  1.85  0.10
H  -3.16  -0.06  1.10  0.10
H  -2.45  -2.06  1.86  0.07
H  -1.09  -1.88  0.90  0.06
H  0.32  -0.43  2.78  -0.15
O  4.69  -1.76  -1.45  -0.05
H  4.35  -0.92  -1.77  0.00
H  4.72  -2.30  -2.24  0.04
O  2.79  1.20  -1.79  -0.04
H  2.85  0.24  -1.85  0.01
H  2.07  1.33  -1.16  0.01


Arrangement Q

DFT (ωB97M-V/def2-TZVPD) results for a 3-piece molecular cluster, C4H15NO2S overall.

Computed properties:
Structure (SMILES) ... CCNCCS.O.O
Frontier orbital gap ... 9.349 eV
Highest occupied orbital energy ... -8.925 eV

Last column: Löwdin charge in e.
CARTESIAN COORDINATES (ANGSTROEM)
C  0.99  2.25  -0.64  -0.14
C  1.07  0.81  -0.68  -0.34
N  0.15  0.01  0.16  -0.10
C  0.27  -1.43  -0.14  -0.31
C  -0.46  -2.13  0.97  -0.51
S  -0.35  -4.02  0.81  0.67
H  -0.09  2.63  -0.57  0.09
H  1.36  2.72  -1.60  0.10
H  1.49  2.70  0.22  0.08
H  0.85  0.58  -1.86  0.14
H  2.08  0.42  -0.65  0.11
H  -0.80  0.25  -0.08  0.08
H  -0.16  -1.70  -1.11  0.11
H  1.39  -1.71  -0.17  0.14
H  -1.56  -1.83  0.81  0.10
H  -0.21  -1.89  1.98  0.04
H  0.67  -3.96  0.04  -0.22
O  -2.12  1.23  -1.64  0.01
H  -1.48  1.53  -2.28  0.04
H  -2.42  1.87  -1.09  -0.02
O  -0.13  0.35  2.86  -0.08
H  -0.89  0.95  2.63  0.06
H  0.31  0.40  2.03  -0.05


Arrangement R

DFT (ωB97M-V/def2-TZVPD) results for a 3-piece molecular cluster, C4H15NO2S overall.

Computed properties:
Structure (SMILES) ... CCNCCS.O.O
Frontier orbital gap ... 9.251 eV
Highest occupied orbital energy ... -8.866 eV

Last column: Löwdin charge in e.
CARTESIAN COORDINATES (ANGSTROEM)
C  -2.23  -2.38  -0.22  -0.12
C  -2.14  -0.88  -0.37  -0.25
N  -0.71  -0.51  -0.05  -0.11
C  -0.40  0.95  -0.19  -0.27
C  1.02  1.28  0.32  -0.63
S  1.49  2.96  0.22  0.74
H  -1.74  -2.74  0.70  0.07
H  -1.67  -2.90  -1.03  0.07
H  -3.30  -2.72  -0.11  0.09
H  -2.28  -0.72  -1.49  0.12
H  -2.85  -0.23  0.04  0.08
H  -0.02  -1.14  -0.44  0.07
H  -0.53  1.37  -1.18  0.10
H  -1.13  1.43  0.50  0.12
H  1.84  0.75  -0.24  0.08
H  1.08  0.99  1.34  0.04
H  1.32  3.07  -1.06  -0.17
O  1.04  -2.08  -2.16  -0.05
H  0.99  -2.13  -3.14  0.06
H  1.62  -2.76  -1.86  0.03
O  0.30  -1.36  2.52  -0.13
H  -0.47  -1.25  3.07  0.00
H  0.02  -1.11  1.54  0.03


It is arrangement Q that is the least stable of them.


Arrangement P

DFT (ωB97M-V/def2-TZVPD) results for C2H4O2S2 as an isolated structure.

Computed properties:
Frontier orbital gap ... 8.349 eV
Highest occupied orbital energy ... -9.148 eV

Last column: Löwdin charge in e.
CARTESIAN COORDINATES (ANGSTROEM)
C  1.08  0.28  -0.14  -0.69
C  -0.38  0.45  -0.04  -0.17
O  5.01  -1.05  0.81  -0.47
O  4.44  0.06  -1.30  -0.50
S  2.29  0.55  0.85  0.75
S  4.90  0.19  0.08  0.73
H  1.51  -0.20  -1.08  0.07
H  -0.72  0.72  0.99  0.08
H  -1.09  -0.47  -0.42  0.15
H  -0.67  1.31  -0.58  0.05


Arrangement Q

DFT (ωB97M-V/def2-TZVPD) results for an isolated molecule of C2H4O2S2.

Computed properties:
Structure (SMILES) ... O=S(=O)=CCS
Frontier orbital gap ... 8.012 eV
Highest occupied orbital energy ... -9.451 eV

Last column: Löwdin charge in e.
CARTESIAN COORDINATES (ANGSTROEM)
O  0.87  -1.56  -2.34  -0.30
S  0.16  -1.14  -1.22  0.74
O  -0.88  -2.06  -0.68  -0.33
C  1.00  -0.06  -0.17  -0.18
C  0.00  0.41  1.27  -0.49
S  -1.08  1.76  0.75  0.68
H  1.25  0.79  -0.75  0.02
H  -0.62  -0.31  1.69  0.02
H  0.66  0.75  1.96  0.00
H  -1.36  1.40  -0.51  -0.16


It is arrangement Q that is the least stable of them.


Arrangement P

DFT (ωB97M-V/def2-TZVPD) results for C2H4O2S2 as an isolated structure.

Computed properties:
Frontier orbital gap (spin up / spin down) ... 8.333 / 8.332 eV
Highest occupied orbital energy (spin up / spin down) ... -9.396 / -9.396 eV

Last column: Löwdin charge in e.
CARTESIAN COORDINATES (ANGSTROEM)
C  0.87  0.56  -0.23  -0.54
C  -0.33  -0.44  -0.24  -0.15
O  2.86  3.46  0.04  -0.47
O  4.47  1.64  0.00  -0.48
S  1.73  0.90  -1.63  0.69
S  3.69  2.63  -0.74  0.68
H  0.95  1.10  0.72  0.06
H  -0.52  -0.70  -1.31  0.07
H  -1.24  0.00  0.21  0.08
H  -0.14  -1.31  0.31  0.04


Arrangement Q

DFT (ωB97M-V/def2-TZVPD) results for C2H4O2S2 as an isolated structure.

Computed properties:
Frontier orbital gap ... 8.514 eV
Highest occupied orbital energy ... -9.387 eV

Last column: Löwdin charge in e.
CARTESIAN COORDINATES (ANGSTROEM)
C  0.42  -0.06  0.11  -0.61
C  1.89  -0.22  0.03  -0.16
O  -2.21  1.39  0.47  -0.50
O  -3.33  -0.08  -1.13  -0.47
S  -0.63  -1.29  0.30  0.75
S  -2.92  0.15  0.24  0.70
H  0.00  0.94  0.03  0.05
H  2.40  0.69  0.32  0.08
H  2.16  -0.45  -1.01  0.09
H  2.22  -1.06  0.64  0.07


It is arrangement P that is the least stable of them.


Arrangement P

DFT (ωB97M-V/def2-TZVPD) results for an isolated molecule of C2H4O2S2.

Computed properties:
Structure (SMILES) ... CS(=O)#CSO
Frontier orbital gap ... 8.802 eV
Highest occupied orbital energy ... -9.267 eV

Last column: Löwdin charge in e.
CARTESIAN COORDINATES (ANGSTROEM)
C  0.33  -0.55  -1.65  -0.25
S  -0.85  -1.14  -0.33  0.75
O  -2.14  -0.54  -0.66  -0.56
C  0.04  -0.20  0.89  -0.65
S  -0.73  0.84  1.82  0.95
O  0.39  1.50  2.87  -0.44
H  1.32  -0.89  -1.38  0.04
H  0.28  0.52  -1.70  0.05
H  0.00  -0.99  -2.59  0.05
H  1.35  1.45  2.73  0.05


Arrangement Q

DFT (ωB97M-V/def2-TZVPD) results for a 2-piece molecular cluster, C2H4O2S2 overall.

Computed properties:
Frontier orbital gap (spin up / spin down) ... 8.467 / 8.466 eV
Highest occupied orbital energy (spin up / spin down) ... -9.561 / -9.560 eV

Last column: Löwdin charge in e.
CARTESIAN COORDINATES (ANGSTROEM)
C  -0.36  0.04  0.09  -0.34
C  -1.83  0.27  0.30  -0.06
O  0.10  -0.77  -0.68  -0.08
O  3.14  -0.84  -1.85  -0.57
S  2.85  0.36  0.62  0.22
S  2.56  -1.15  -0.56  0.48
H  -2.17  1.43  0.04  0.14
H  -1.90  0.29  1.44  0.10
H  -2.69  -0.26  -0.11  0.07
H  0.31  0.64  0.72  0.05


It is arrangement P that is the least stable of them.


Arrangement P

DFT (ωB97M-V/def2-TZVPD) results for C2H3I2NO as an isolated structure.

Computed properties:
Frontier orbital gap ... 9.006 eV
Highest occupied orbital energy ... -9.563 eV

Last column: Löwdin charge in e.
CARTESIAN COORDINATES (ANGSTROEM)
C  -0.05  0.45  0.61  -0.79
C  -0.65  -0.08  -0.71  -1.24
N  1.00  -0.36  1.02  0.12
O  -0.34  1.50  1.13  0.01
I  -2.63  0.62  -0.89  0.79
I  0.71  0.45  -2.29  0.77
H  -0.96  -1.56  -0.81  0.17
H  1.20  -0.99  0.28  0.04
H  1.72  -0.03  1.66  0.12


Arrangement Q

DFT (ωB97M-V/def2-TZVPD) results for C2H3I2NO as an isolated structure.

Computed properties:
Frontier orbital gap (spin up / spin down) ... 7.322 / 7.322 eV
Highest occupied orbital energy (spin up / spin down) ... -7.978 / -7.978 eV

Last column: Löwdin charge in e.
CARTESIAN COORDINATES (ANGSTROEM)
C  0.90  0.12  -1.24  -0.12
C  0.07  -0.65  0.60  -0.98
N  -0.46  0.41  1.17  -0.55
O  0.50  1.26  -1.40  -0.08
I  -1.22  -2.22  0.21  0.80
I  -2.30  1.17  0.39  0.71
H  1.32  -0.50  -2.00  0.07
H  1.08  -0.85  1.18  0.11
H  0.12  1.26  1.09  0.04


It is arrangement Q that is the least stable of them.


Arrangement P

DFT (ωB97M-V/def2-TZVPD) results for a 2-piece molecular cluster, C5H13N2O overall.

Computed properties:
Charge ... -2
2S+1 ... 2
Frontier orbital gap (spin up / spin down) ... 2.285 / 5.864 eV
Highest occupied orbital energy (spin up / spin down) ... 3.974 / 0.395 eV

Last column: Löwdin charge in e.
CARTESIAN COORDINATES (ANGSTROEM)
C  -2.22  0.07  -0.74  -0.18
C  -2.17  -0.62  0.62  -0.44
C  -2.94  -2.75  1.30  -0.36
N  -2.10  -2.05  0.53  -0.20
H  -2.14  1.15  -0.63  0.04
H  -1.40  -0.27  -1.36  0.04
H  -3.16  -0.17  -1.28  0.04
H  -3.05  -0.26  1.20  0.07
H  -1.30  -0.24  1.17  0.07
H  -3.68  -2.28  1.97  -0.08
H  -2.87  -3.84  1.33  -0.08
C  1.76  1.25  0.25  -0.57
O  0.45  1.24  -0.04  -0.33
C  2.65  0.93  -0.97  -0.31
N  4.08  0.91  -0.55  -0.07
H  2.14  2.28  0.63  0.06
H  2.06  0.59  1.09  0.07
H  2.44  -0.10  -1.27  0.09
H  2.42  1.62  -1.79  0.08
H  4.69  0.73  -1.34  0.02
H  4.34  1.80  -0.13  0.03


Arrangement Q

DFT (ωB97M-V/def2-TZVPD) results for C5H13N2O as an isolated structure.

Computed properties:
Charge ... -2
2S+1 ... 2
Frontier orbital gap (spin up / spin down) ... 3.652 / 5.327 eV
Highest occupied orbital energy (spin up / spin down) ... 3.462 / 1.709 eV

Last column: Löwdin charge in e.
CARTESIAN COORDINATES (ANGSTROEM)
N  1.39  0.56  -1.29  0.00
C  0.26  -0.16  -0.53  -0.45
C  0.60  -0.11  0.86  -0.23
C  2.00  -0.53  1.27  -0.48
O  3.14  -0.56  0.56  -0.35
C  -1.22  0.34  -0.78  -0.41
N  -2.18  -0.26  0.07  -0.22
C  -3.50  -0.16  -0.39  -0.42
H  1.64  0.08  -2.17  0.02
H  2.26  0.59  -0.78  -0.01
H  0.18  -1.23  -0.89  0.11
H  -0.26  0.19  1.44  0.05
H  -0.78  3.04  2.01  0.01
H  1.61  0.69  1.23  0.12
H  1.87  -1.05  2.27  0.06
H  -1.36  0.25  -1.89  0.07
H  -1.14  1.45  -0.61  0.07
H  -0.55  2.39  2.31  0.00
H  -4.19  -0.75  0.33  0.04
H  -3.98  0.82  -0.21  0.00
H  -3.66  -0.41  -1.50  0.03


It is arrangement Q that is the least stable of them.


Arrangement P

DFT (ωB97M-V/def2-TZVPD) results for an isolated ion of composition C7H10 and charge -1.

Computed properties:
Charge ... -1
2S+1 ... 2
Frontier orbital gap (spin up / spin down) ... 4.883 / 6.651 eV
Highest occupied orbital energy (spin up / spin down) ... -0.592 / -2.396 eV

Last column: Löwdin charge in e.
CARTESIAN COORDINATES (ANGSTROEM)
C  -1.12  1.70  0.73  -0.12
C  -0.31  1.41  -0.49  -0.46
C  -0.25  2.39  -1.49  -0.07
C  0.26  -0.88  0.32  -0.19
C  0.24  0.13  -0.68  -0.15
C  0.94  -3.21  0.91  -0.12
C  0.71  -2.20  0.03  -0.30
H  -0.61  2.15  1.58  0.07
H  -1.73  0.85  1.07  0.06
H  -1.87  2.46  0.49  0.05
H  0.58  2.37  -2.18  0.00
H  -0.94  3.21  -1.59  0.00
H  0.19  -0.67  1.37  0.08
H  0.73  -0.11  -1.62  0.09
H  1.42  -4.11  0.58  -0.01
H  0.89  -3.07  1.99  0.01
H  0.87  -2.41  -1.03  0.08


Arrangement Q

DFT (ωB97M-V/def2-TZVPD) results for an isolated ion of composition C7H10 and charge -1.

Computed properties:
Charge ... -1
2S+1 ... 2
Frontier orbital gap (spin up / spin down) ... 4.088 / 6.984 eV
Highest occupied orbital energy (spin up / spin down) ... 0.295 / -2.666 eV

Last column: Löwdin charge in e.
CARTESIAN COORDINATES (ANGSTROEM)
C  0.74  1.28  -0.86  -0.21
C  0.63  1.67  -2.15  -0.07
C  1.40  -1.10  -1.13  -0.09
C  0.67  -0.14  -0.44  -0.43
C  0.13  -0.40  0.88  -0.19
C  -1.18  -0.08  1.26  -0.24
C  -2.06  -1.01  2.07  -0.17
H  1.19  1.86  -0.06  0.09
H  0.67  2.70  -2.47  0.01
H  0.83  0.93  -2.92  0.02
H  1.66  -1.96  -0.51  0.00
H  2.06  -0.95  -1.97  -0.01
H  0.71  -1.12  1.47  0.08
H  -1.52  0.89  0.91  0.06
H  -3.12  -0.84  1.88  0.04
H  -1.79  -0.79  3.12  0.05
H  -1.80  -2.04  1.85  0.05


It is arrangement Q that is the least stable of them.


Arrangement P

DFT (ωB97M-V/def2-TZVPD) results for an isolated molecule of CH6OSi.

Computed properties:
Structure (SMILES) ... OC[SiH3]
Frontier orbital gap ... 10.719 eV
Highest occupied orbital energy ... -9.798 eV

Last column: Löwdin charge in e.
CARTESIAN COORDINATES (ANGSTROEM)
O  -1.58  -0.40  -0.46  -0.26
C  -0.55  0.60  0.30  -0.31
Si  1.08  -0.47  0.08  0.67
H  -1.43  -0.05  -1.38  0.05
H  -1.03  0.50  1.26  0.04
H  -0.62  1.59  -0.11  0.04
H  0.69  -1.20  -1.17  -0.05
H  2.19  0.66  0.25  -0.06
H  1.25  -1.23  1.23  -0.12


Arrangement Q

DFT (ωB97M-V/def2-TZVPD) results for a 2-piece molecular cluster, CH6OSi overall.

Computed properties:
Structure (SMILES) ... C=[SiH2].O
Frontier orbital gap ... 8.717 eV
Highest occupied orbital energy ... -8.553 eV

Last column: Löwdin charge in e.
CARTESIAN COORDINATES (ANGSTROEM)
C  -1.98  0.91  -0.13  -0.39
Si  -1.44  -0.77  0.01  0.63
H  -1.28  1.66  0.40  -0.03
H  -3.11  1.15  0.05  -0.02
H  -0.03  -1.08  0.45  -0.11
H  -2.17  -2.01  -0.71  -0.08
O  3.05  -0.27  -0.07  -0.13
H  2.98  0.73  -0.29  0.08
H  3.98  -0.33  0.28  0.05


It is arrangement Q that is the least stable of them.